No. 1
A cluster of 10 separate species, C60H146N10O15 in total. Source: the OMol25 dataset; level of theory: the ωB97M-V functional and the def2-TZVPD basis.

Positions of all 231 atoms, in Å:
C: -11.586 -33.524 -2.814
C: -10.669 -32.392 -3.300
C: -10.934 -31.138 -2.570
C: -9.211 -32.906 -3.097
C: -8.853 -34.074 -4.056
C: -9.017 -33.437 -5.477
C: -10.449 -33.053 -5.764
C: -10.459 -32.284 -7.090
C: -11.340 -34.284 -5.828
N: -10.876 -32.140 -4.719
O: -12.218 -31.646 -4.964
H: -11.245 -34.483 -3.185
H: -11.736 -33.553 -1.682
H: -12.557 -33.265 -3.204
H: -10.606 -30.217 -3.097
H: -12.023 -30.964 -2.414
H: -10.462 -31.256 -1.604
H: -8.477 -32.171 -3.331
H: -9.161 -33.246 -2.047
H: -7.790 -34.408 -3.808
H: -9.500 -34.911 -3.961
H: -8.788 -34.066 -6.322
H: -8.342 -32.630 -5.559
H: -11.438 -31.916 -7.405
H: -10.045 -32.868 -7.934
H: -9.772 -31.421 -6.999
H: -12.405 -33.945 -5.865
H: -11.368 -34.977 -4.972
H: -10.990 -34.735 -6.729
H: -12.050 -30.648 -5.012
C: -7.010 -30.144 -1.387
C: -5.956 -29.728 -0.258
C: -5.293 -31.026 0.135
C: -5.065 -28.638 -0.781
C: -4.079 -28.135 0.344
C: -4.940 -27.654 1.526
C: -5.960 -28.661 2.013
C: -5.257 -29.811 2.855
C: -7.014 -28.017 2.883
N: -6.714 -29.129 0.867
O: -7.746 -30.024 1.287
H: -7.741 -29.301 -1.494
H: -6.655 -30.540 -2.392
H: -7.594 -30.981 -1.122
H: -4.874 -31.691 -0.638
H: -4.563 -30.986 0.989
H: -6.050 -31.550 0.642
H: -4.510 -28.885 -1.665
H: -5.724 -27.840 -1.074
H: -3.401 -28.962 0.637
H: -3.498 -27.308 -0.056
H: -5.349 -26.675 1.336
H: -4.255 -27.536 2.361
H: -4.205 -29.992 2.584
H: -5.764 -30.706 2.646
H: -5.298 -29.631 3.931
H: -6.476 -27.390 3.622
H: -7.618 -28.896 3.381
H: -7.759 -27.323 2.364
H: -8.473 -29.491 0.894
C: -3.557 -26.900 -6.305
O: -4.376 -28.104 -6.181
C: -5.301 -27.967 -5.094
C: -5.951 -29.325 -4.739
C: -4.867 -30.407 -4.701
N: -7.109 -29.727 -5.517
H: -2.712 -27.254 -6.894
H: -3.235 -26.569 -5.372
H: -4.104 -26.093 -6.750
H: -4.725 -27.648 -4.212
H: -6.090 -27.243 -5.373
H: -6.291 -29.072 -3.728
H: -5.361 -31.307 -4.312
H: -4.042 -30.125 -4.127
H: -4.472 -30.617 -5.731
H: -6.825 -29.798 -6.483
H: -7.931 -29.138 -5.475
C: -10.394 -28.767 -5.520
O: -11.826 -28.795 -5.326
C: -12.424 -27.826 -6.209
C: -13.940 -28.075 -6.161
C: -14.378 -29.439 -6.755
N: -14.488 -27.016 -7.059
H: -9.980 -27.845 -5.108
H: -10.165 -28.959 -6.588
H: -9.976 -29.728 -4.995
H: -12.041 -26.895 -5.961
H: -12.111 -27.978 -7.253
H: -14.313 -27.785 -5.197
H: -15.365 -29.212 -7.206
H: -14.503 -30.265 -6.065
H: -13.636 -29.754 -7.528
H: -14.311 -27.359 -7.994
H: -15.509 -26.845 -6.962
C: -10.832 -29.392 1.650
O: -10.209 -28.866 0.519
C: -11.099 -28.347 -0.438
C: -10.247 -27.821 -1.669
C: -9.363 -26.700 -1.129
N: -11.164 -27.324 -2.693
H: -11.283 -28.540 2.219
H: -10.092 -29.913 2.287
H: -11.609 -30.125 1.330
H: -11.812 -29.131 -0.749
H: -11.737 -27.530 -0.063
H: -9.604 -28.642 -2.054
H: -8.594 -27.003 -0.414
H: -10.040 -25.975 -0.604
H: -8.707 -26.177 -1.872
H: -10.827 -26.589 -3.302
H: -11.568 -28.155 -3.147
C: -14.293 -28.628 -1.368
O: -14.348 -27.576 -0.336
C: -13.961 -27.904 0.959
C: -15.118 -28.009 1.901
N: -16.005 -29.039 1.309
C: -17.307 -29.037 2.034
C: -18.461 -29.603 1.113
O: -18.943 -28.686 0.178
C: -20.062 -29.309 -0.452
H: -15.213 -28.548 -1.994
H: -14.389 -29.670 -0.938
H: -13.298 -28.645 -1.857
H: -13.198 -27.147 1.290
H: -13.457 -28.873 0.969
H: -15.553 -27.028 2.123
H: -14.874 -28.459 2.840
H: -16.168 -28.809 0.330
H: -17.578 -28.041 2.469
H: -17.238 -29.725 2.859
H: -19.360 -29.881 1.683
H: -18.120 -30.524 0.551
H: -20.495 -28.583 -1.187
H: -20.802 -29.584 0.356
H: -19.625 -30.182 -1.052
C: -13.075 -32.498 1.045
O: -11.625 -32.516 0.818
C: -10.981 -33.235 1.835
C: -9.622 -33.608 1.358
N: -9.682 -34.947 0.735
C: -8.350 -35.497 0.518
C: -8.412 -36.797 -0.341
O: -8.843 -36.394 -1.648
C: -9.319 -37.498 -2.378
H: -13.439 -33.522 0.803
H: -13.537 -31.836 0.283
H: -13.327 -32.148 2.096
H: -11.549 -34.162 2.159
H: -11.025 -32.611 2.700
H: -8.872 -33.803 2.160
H: -9.156 -32.846 0.788
H: -10.164 -34.852 -0.163
H: -7.987 -35.732 1.478
H: -7.682 -34.828 -0.030
H: -9.136 -37.524 0.044
H: -7.432 -37.262 -0.484
H: -8.618 -38.348 -2.246
H: -9.574 -37.216 -3.364
H: -10.261 -37.696 -1.900
C: -3.993 -26.011 6.560
O: -5.360 -26.242 6.596
C: -6.114 -25.135 7.065
C: -7.544 -25.418 6.593
N: -8.121 -26.537 7.352
C: -9.445 -26.974 6.967
C: -9.690 -28.249 7.718
O: -8.675 -29.237 7.374
C: -8.764 -29.642 6.054
H: -3.822 -24.925 6.374
H: -3.571 -26.606 5.726
H: -3.469 -26.292 7.430
H: -5.678 -24.232 6.669
H: -5.922 -25.111 8.210
H: -7.493 -25.676 5.551
H: -8.200 -24.557 6.668
H: -7.501 -27.308 7.289
H: -9.600 -27.062 5.906
H: -10.126 -26.247 7.315
H: -10.657 -28.672 7.509
H: -9.604 -28.192 8.785
H: -8.032 -30.396 5.745
H: -8.693 -28.827 5.342
H: -9.775 -30.063 5.805
C: -8.249 -23.210 -2.487
O: -9.394 -22.384 -2.652
C: -10.636 -23.080 -2.527
C: -11.086 -23.139 -1.038
N: -12.482 -23.433 -0.866
C: -13.010 -23.017 0.401
C: -12.260 -23.525 1.594
O: -11.913 -24.884 1.498
C: -11.504 -25.421 2.773
H: -8.275 -24.165 -3.058
H: -8.188 -23.604 -1.436
H: -7.380 -22.637 -2.719
H: -10.651 -24.106 -2.920
H: -11.338 -22.445 -3.075
H: -10.933 -22.055 -0.763
H: -10.474 -23.775 -0.343
H: -12.794 -24.312 -1.087
H: -14.021 -23.496 0.544
H: -12.991 -21.954 0.463
H: -12.983 -23.377 2.508
H: -11.371 -22.934 1.858
H: -12.424 -25.442 3.380
H: -10.810 -24.747 3.181
H: -11.143 -26.407 2.548
C: -12.801 -24.622 -4.698
O: -11.604 -24.163 -5.247
C: -11.540 -23.614 -6.584
C: -10.332 -22.705 -6.692
N: -9.162 -23.490 -6.356
C: -7.938 -22.741 -6.291
C: -6.756 -23.647 -6.495
O: -5.563 -22.938 -6.141
C: -5.125 -21.976 -7.132
H: -12.596 -25.230 -3.832
H: -13.371 -25.210 -5.464
H: -13.399 -23.776 -4.435
H: -12.468 -22.976 -6.753
H: -11.520 -24.444 -7.335
H: -10.423 -21.882 -5.912
H: -10.119 -22.237 -7.633
H: -9.386 -23.969 -5.477
H: -7.722 -22.258 -5.316
H: -7.904 -21.956 -7.002
H: -6.748 -24.170 -7.452
H: -6.817 -24.397 -5.693
H: -4.308 -21.504 -6.609
H: -5.853 -21.224 -7.423
H: -4.825 -22.546 -8.039

Values from the calculation:
Max |F|, Eh/bohr: 0.062
Energy relative to the best compared isomer or geometry (same formula, charge and spin), kJ/mol: 338.37
Total charge: 0
LUMO energy, eV: 0.6
Structure (SMILES): CC1(C)CCCC(C)(C)N1O.CC1(C)CCCC(C)(C)N1O.COC[C@H](C)N.COC[C@H](C)N.COC[C@H](C)N.COCCNCCOC.COCCNCCOC.COCCNCCOC.COCCNCCOC.COCCNCCOC
Orbital gap, eV: 8.406

=====

No. 2
A structure of composition C25H33DyO2S. Source: the OMol25 dataset; level of theory: the ωB97M-V functional and the def2-TZVPD basis.

Positions of all 62 atoms, in Å:
O: -0.080 0.049 -2.227
C: 0.913 -0.498 -3.145
C: 0.420 0.409 -4.264
H: 0.757 -1.563 -3.280
H: 1.921 -0.332 -2.779
C: -0.725 0.821 -3.325
H: 0.112 -0.087 -5.180
H: 1.096 1.226 -4.503
C: -2.053 0.199 -3.686
H: -1.978 -0.886 -3.705
H: -2.358 0.537 -4.677
H: -2.832 0.476 -2.982
C: -0.832 2.284 -2.996
H: 0.146 2.735 -2.857
H: -1.408 2.436 -2.086
H: -1.336 2.806 -3.809
Dy: 0.000 0.000 0.000
C: 0.872 1.548 1.547
C: 1.801 0.494 1.431
C: 2.350 0.553 0.130
H: 2.047 -0.232 2.186
C: 1.750 1.621 -0.549
C: 0.814 2.229 0.310
H: 0.185 3.072 0.077
H: 0.303 1.787 2.427
H: 3.054 -0.146 -0.280
H: 1.933 1.892 -1.574
C: -1.468 -0.459 1.853
C: -1.925 0.716 1.211
C: -2.328 0.377 -0.091
H: -1.952 1.704 1.637
C: -2.122 -1.015 -0.254
C: -1.608 -1.524 0.953
H: -1.291 -2.537 1.119
H: -1.060 -0.522 2.848
H: -2.746 1.056 -0.812
H: -2.273 -1.583 -1.153
O: 0.709 -1.670 -7.415
C: 0.256 -0.560 -8.199
C: 0.413 -0.970 -9.654
H: 0.868 0.320 -7.971
H: -0.775 -0.334 -7.924
C: 1.623 -1.894 -9.585
H: 0.556 -0.119 -10.318
H: -0.465 -1.520 -9.993
C: 1.393 -2.603 -8.260
H: 2.544 -1.311 -9.552
H: 1.690 -2.584 -10.424
H: 2.318 -2.907 -7.769
H: 0.771 -3.495 -8.394
S: 1.245 -2.367 1.067
C: 1.306 -2.518 2.940
C: 1.727 -3.770 3.426
C: 1.874 -4.010 4.801
C: 1.603 -3.005 5.727
C: 1.184 -1.760 5.284
C: 1.040 -1.513 3.918
H: 1.960 -4.567 2.734
H: 2.211 -4.975 5.153
H: 1.724 -3.182 6.788
H: 0.981 -0.970 5.998
H: 0.742 -0.509 3.698

Values from the calculation:
Max |F|, Eh/bohr: 0.082
Spin multiplicity: 6
Energy relative to the best compared isomer or geometry (same formula, charge and spin), kJ/mol: 27.12
Total charge: 0
LUMO energy (alpha / beta), eV: 0.3 / 0.3
Orbital gap (alpha / beta), eV: 6.886 / 6.900

=====

No. 3
A cluster of 2 separate species, C3H6NO2 in total. Source: the OMol25 dataset; level of theory: the ωB97M-V functional and the def2-TZVPD basis.

Positions of all 12 atoms, in Å:
C: -3.595 0.322 -0.311
C: -2.473 -0.328 -0.282
N: -1.316 0.231 0.382
H: -3.551 1.351 0.013
H: -4.533 -0.208 -0.683
H: -2.463 -1.347 -0.650
H: -1.352 1.267 0.439
H: -0.445 -0.321 0.270
O: 3.290 0.712 -0.091
C: 2.730 -0.377 -0.007
O: 1.492 -0.555 0.294
H: 3.334 -1.324 -0.087

Values from the calculation:
Max |F|, Eh/bohr: 0.072
Energy relative to the best compared isomer or geometry (same formula, charge and spin), kJ/mol: 127.21
Total charge: -1
LUMO energy, eV: 3.9
Orbital gap, eV: 8.141

=====

Among the records above, which one has the lowest energy relative to the best compared isomer or geometry (same formula, charge and spin)?
C25H33DyO2S

=====

What is the formula in the second record?
C25H33DyO2S